# 1
The following is a quantum chemistry calculation of 3 unconnected molecules or ions with the total composition C15H34I2NO4, from the Open Molecules 2025 dataset.

Atoms and positions in Å:
C1 -3.95480 -4.51151 -3.02586
C2 -2.76442 -3.81187 -3.66376
I1 -3.25817 -3.27031 -5.66214
C3 -1.47659 -4.66263 -3.49932
I2 -0.52423 -5.28686 -5.30835
C4 -0.35433 -4.01646 -2.68841
C5 -0.06273 -2.51989 -2.91683
C6 -0.81723 -1.73586 -1.81615
C7 -1.41867 -2.80129 -0.89505
N1 -0.57813 -4.01968 -1.18099
H1 -3.73129 -4.78888 -1.99261
H2 -4.81561 -3.84781 -3.00741
H3 -4.23812 -5.40012 -3.58345
H4 -2.61055 -2.84835 -3.19517
H5 -1.75834 -5.61107 -3.04480
H6 0.55712 -4.58355 -2.84487
H7 -0.32986 -2.20737 -3.92018
H8 1.00657 -2.40889 -2.75133
H9 -0.16340 -1.07848 -1.25460
H10 -1.67118 -1.21853 -2.24517
H11 -1.41554 -2.58014 0.16708
H12 -2.43377 -3.06174 -1.17294
H13 0.32972 -3.86876 -0.74375
H14 -0.96060 -4.88415 -0.80552
C8 1.20044 1.39957 0.44417
O1 1.70361 0.55032 -0.58120
C9 1.90456 1.22718 -1.81453
C10 3.35272 1.59612 -2.04171
O2 3.79795 2.55484 -1.10613
C11 4.58242 2.02165 -0.05443
H15 1.29774 0.87108 1.39011
H16 1.76364 2.33142 0.50145
H17 0.14282 1.63184 0.27735
H18 1.28306 2.12622 -1.86006
H19 1.58403 0.55143 -2.61667
H20 3.44814 2.03444 -3.03971
H21 3.97897 0.69834 -2.00481
H22 5.57477 1.73244 -0.41489
H23 4.10223 1.15548 0.40808
H24 4.69567 2.80554 0.69094
C12 -1.01203 3.29400 6.39639
O3 -0.59419 4.50164 5.79055
C13 0.66325 4.41935 5.14683
C14 0.52096 4.28850 3.64857
O4 -0.09575 3.06362 3.27477
C15 -1.46798 3.19897 2.95829
H25 -2.05617 3.41841 6.67661
H26 -0.92282 2.44691 5.71076
H27 -0.42851 3.08574 7.29942
H28 1.24233 3.57768 5.54091
H29 1.21034 5.34050 5.36720
H30 1.51575 4.31055 3.19347
H31 -0.04985 5.13518 3.25578
H32 -1.60171 3.69995 1.99238
H33 -2.00502 3.75992 3.72581
H34 -1.88725 2.19537 2.89589

The lowest unoccupied orbital energy comes out at -3.38 eV. The charge is +1. The calculation puts the max |F| at 0.86 eV/A.



# 2
The following is a quantum chemistry calculation of a molecular structure, C7H13BN4Re at a distorted geometry, from the Open Molecules 2025 dataset.

Atoms and positions in Å:
Re1 0.59394 0.05500 -0.27903
C1 -2.06623 0.21163 -0.29412
H1 -2.33433 0.40084 0.74620
H2 -1.58515 1.04573 -0.88405
H3 -2.86513 -0.04818 -1.01450
H4 -1.95628 -0.88676 -0.14091
H5 2.04452 0.63257 -0.98837
B1 0.32156 -0.48773 3.12841
N1 0.62254 -1.61767 2.11837
C2 1.16218 -2.81313 2.36980
C3 1.16224 -3.59705 1.19239
C4 0.59282 -2.82613 0.19899
N2 0.37256 -1.53215 0.69218
N3 0.92536 0.77817 2.47998
C5 1.82562 1.60927 2.97999
C6 2.14075 2.61081 2.08158
C7 1.37281 2.42551 0.95598
N4 0.65043 1.25523 1.13024
H6 0.90499 -0.71767 4.17289
H7 -0.82985 -0.43436 3.39718
H8 1.51844 -3.08591 3.35437
H9 1.47971 -4.61309 1.09338
H10 0.42001 -3.03280 -0.84871
H11 2.18513 1.43014 4.00004
H12 2.85350 3.43482 2.19693
H13 1.35712 2.90908 -0.01344

The lowest unoccupied orbital energy (spin up / spin down) comes out at -10.21 / -10.46 eV. The charge is +2. The calculation puts the max |F| at 4.29 eV/A. The spin multiplicity is 4.



# 3
The following is a quantum chemistry calculation of a single C4H5NOS2 molecule at a distorted geometry, from the Open Molecules 2025 dataset.

Atoms and positions in Å:
C1 3.00528 0.11413 -0.47938
C2 1.84437 0.02850 0.22214
S1 0.25726 0.17391 -0.50786
C3 -0.51820 -1.04741 0.53426
N1 -1.71169 -1.45013 0.44166
S2 -2.79765 -0.72924 -0.65828
C4 -2.92527 0.99141 -0.29686
O1 -2.47732 1.55353 0.67152
H1 3.96482 0.04851 0.01821
H2 3.06029 0.42067 -1.50082
H3 1.85643 0.02810 1.30771
H4 0.10816 -1.52879 1.26382
H5 -3.66647 1.39681 -1.01612

The lowest unoccupied orbital energy comes out at 0.56 eV. The SMILES is C=CS/C=N\SC=O. The charge is 0. The calculation puts the max |F| at 2.28 eV/A.